Entry 1:
This record from the Open Molecules 2025 dataset describes a structure of composition C37H96O19V2 at a distorted geometry. The level of theory is the ωB97M-V functional and the def2-TZVPD basis.

Results
LUMO energy: -1.09 eV
Kohn-Sham gap: 8.263 eV

Each line ends with the Mulliken charge.
Positions of all 154 atoms, in Å:
O -1.21 -2.55 -3.24  -0.321
V 0.17 -2.03 -2.75  0.922
O 1.34 -2.60 -3.72  -0.556
O 4.21 1.44 0.06  -0.133
V 3.47 0.34 -0.84  0.809
O 4.59 -0.51 -1.66  -0.574
C 0.84 -0.23 -0.82  1.678
O 1.29 0.69 -0.16  -0.589
O -0.21 -0.19 -1.47  -0.347
O 1.65 -0.89 -1.42  -1.285
C -2.08 3.28 -3.03  -1.531
C -0.58 3.33 -2.79  0.216
C -0.25 3.44 -1.30  -0.576
O -0.14 2.11 -3.32  -0.481
H -2.65 2.57 -2.44  0.122
H -2.18 3.10 -4.10  0.334
H -2.47 4.29 -2.95  0.521
H -0.19 4.23 -3.27  0.369
H -0.44 2.48 -0.82  -0.167
H -0.84 4.23 -0.82  0.483
H 0.82 3.61 -1.24  0.054
H -0.11 1.46 -2.62  -0.340
C -3.23 2.91 1.46  -0.840
C -2.65 4.18 1.99  1.076
C -3.72 5.13 2.49  -1.711
O -1.86 3.71 3.09  -0.547
H -3.73 2.31 2.22  0.232
H -2.56 2.17 1.03  -0.166
H -3.97 3.01 0.66  0.611
H -1.91 4.67 1.36  0.007
H -3.37 6.13 2.75  0.422
H -4.20 4.70 3.37  0.357
H -4.47 5.34 1.73  0.363
H -1.25 3.14 2.63  0.004
C 4.35 -3.33 1.84  -1.873
C 3.43 -2.29 1.32  1.004
C 2.34 -1.99 2.32  -0.855
O 4.24 -1.10 1.11  -0.510
H 5.10 -3.50 1.07  0.432
H 3.77 -4.24 1.98  0.392
H 4.81 -3.01 2.78  0.545
H 3.02 -2.67 0.38  -0.205
H 2.68 -1.73 3.32  0.510
H 1.73 -2.89 2.37  0.179
H 1.59 -1.26 2.03  -0.108
H 4.79 -1.01 1.89  0.340
C -3.08 -0.28 6.05  -1.514
C -2.15 0.53 5.16  1.222
C -1.05 1.39 5.84  -0.966
O -1.51 -0.30 4.14  -0.323
H -2.90 -1.35 6.21  0.272
H -4.12 -0.20 5.73  0.320
H -2.94 0.17 7.03  0.440
H -2.82 1.15 4.56  -0.215
H -1.53 2.29 6.22  0.441
H -0.34 1.80 5.13  -0.180
H -0.55 0.85 6.65  0.403
H -1.06 0.26 3.50  0.047
C 2.55 1.53 3.21  -1.240
C 1.53 2.71 3.04  0.822
C 2.20 3.93 2.42  -1.209
O 0.51 2.31 2.12  0.971
H 3.04 1.29 2.26  -0.026
H 2.13 0.58 3.55  0.259
H 3.28 1.66 4.00  0.554
H 1.16 3.01 4.02  0.381
H 2.78 3.59 1.57  -0.056
H 2.93 4.46 3.04  0.380
H 1.60 4.72 1.97  0.288
H 0.91 1.97 1.32  -0.522
C 5.00 2.05 -4.11  -1.518
C 3.88 2.74 -3.44  0.982
C 2.92 3.46 -4.35  -1.628
O 3.13 1.96 -2.63  -0.063
H 5.59 1.53 -3.35  0.333
H 5.76 2.68 -4.56  0.442
H 4.72 1.37 -4.91  0.310
H 4.42 3.50 -2.87  0.090
H 2.37 2.68 -4.88  0.334
H 3.20 4.19 -5.11  0.445
H 2.13 3.84 -3.71  0.450
H 2.27 2.21 -2.98  -0.219
C -1.25 -3.27 2.50  -0.114
C -2.49 -4.04 2.19  0.381
C -3.79 -3.64 3.01  -1.523
O -2.75 -3.78 0.80  0.943
H -0.74 -2.77 1.67  -0.729
H -0.45 -3.85 2.94  0.533
H -1.43 -2.48 3.23  0.116
H -2.17 -5.03 2.51  0.328
H -4.22 -2.67 2.74  0.189
H -3.61 -3.63 4.09  0.476
H -4.52 -4.44 2.89  0.337
H -2.80 -2.82 0.74  -0.595
C 1.45 -5.29 -0.09  -1.166
C 0.50 -4.91 -1.28  0.152
C -0.83 -5.77 -1.49  -1.125
O 0.07 -3.57 -1.03  0.969
H 2.49 -4.95 -0.10  0.222
H 1.57 -6.38 -0.11  0.470
H 0.99 -5.04 0.86  0.186
H 1.05 -4.89 -2.22  0.603
H -0.33 -6.72 -1.64  0.501
H -1.35 -5.51 -2.41  0.274
H -1.40 -5.82 -0.56  0.132
H -0.32 -3.58 -0.15  -0.643
C -6.26 -4.58 -1.95  -1.623
C -5.05 -4.80 -1.00  1.447
C -4.74 -6.27 -0.66  -1.417
O -4.07 -4.18 -1.76  -0.427
H -6.26 -5.31 -2.76  0.397
H -6.29 -3.69 -2.57  0.370
H -7.18 -4.75 -1.39  0.378
H -5.19 -4.17 -0.12  -0.085
H -4.12 -6.40 0.23  0.235
H -4.26 -6.80 -1.48  0.286
H -5.67 -6.77 -0.38  0.396
H -3.54 -3.73 -1.10  -0.035
C 6.14 3.50 1.68  -0.993
C 6.60 4.80 2.29  0.298
C 8.07 5.14 2.13  -1.422
O 6.01 5.82 1.50  -0.559
H 5.11 3.44 1.36  0.152
H 6.25 2.65 2.35  0.378
H 6.68 3.21 0.78  0.309
H 6.31 4.95 3.33  0.382
H 8.42 5.01 1.11  0.333
H 8.74 4.60 2.80  0.382
H 8.18 6.20 2.36  0.365
H 6.40 5.67 0.64  0.357
C -4.59 -0.46 -1.71  -1.449
C -3.81 -0.28 -0.32  1.796
C -4.55 -0.42 1.03  -1.293
O -2.67 -1.16 -0.33  0.773
H -5.13 0.48 -1.82  0.464
H -5.21 -1.32 -1.49  0.249
H -3.87 -0.77 -2.47  0.221
H -3.48 0.75 -0.45  -0.695
H -5.41 0.25 1.05  0.495
H -3.81 -0.21 1.81  0.105
H -4.82 -1.46 1.19  0.182
H -2.05 -0.68 -0.88  -0.846
C -0.06 0.84 -6.82  -1.399
C -0.38 -0.47 -6.04  0.724
C 0.34 -1.64 -6.69  -1.333
O -0.11 -0.27 -4.70  0.135
H 0.97 1.19 -6.74  0.263
H -0.63 1.66 -6.38  0.380
H -0.33 0.73 -7.87  0.425
H -1.46 -0.63 -6.04  0.191
H -0.10 -2.53 -6.25  0.275
H 1.42 -1.55 -6.56  0.292
H 0.02 -1.70 -7.73  0.461
H -0.20 0.67 -4.58  -0.017

***

Entry 2:
This record from the Open Molecules 2025 dataset describes the molecule C16H19N5O3 at a distorted geometry. The level of theory is the ωB97M-V functional and the def2-TZVPD basis.

Results
LUMO energy: -0.62 eV
Kohn-Sham gap: 7.923 eV
SMILES: C/C(=N/NC(=O)CCc1c(C)n[nH]c1C)c1cccc([N+](=O)[O-])c1

Each line ends with the natural charge from an NBO analysis.
Positions of all 43 atoms, in Å:
C -1.10 4.87 0.25  -0.645
C -0.73 3.47 -0.12  0.269
N -1.06 3.10 -1.29  -0.256
N -0.89 1.83 -1.78  -0.462
C -1.09 0.65 -1.12  0.673
O -1.31 0.59 0.07  -0.622
C -0.99 -0.56 -2.03  -0.489
H -0.95 -0.25 -3.07  0.202
C 0.27 -1.39 -1.67  -0.399
C -0.08 -2.62 -0.89  -0.162
C -0.10 -2.80 0.48  0.176
N -0.51 -4.07 0.68  -0.331
N -0.75 -4.72 -0.46  -0.288
C -0.50 -3.86 -1.43  0.150
C -0.66 -4.22 -2.86  -0.645
H -0.97 -5.26 -2.94  0.236
H 0.29 -4.09 -3.39  0.215
H -1.40 -3.59 -3.34  0.211
H -0.63 -4.54 1.56  0.402
C 0.23 -1.88 1.60  -0.667
H -0.20 -0.90 1.41  0.259
H 1.31 -1.78 1.70  0.221
H -0.17 -2.27 2.53  0.216
H 0.76 -1.70 -2.60  0.221
H 0.97 -0.78 -1.11  0.223
H -1.88 -1.17 -1.88  0.242
H -0.95 1.83 -2.79  0.399
C 0.01 2.69 0.89  -0.073
C 1.15 1.99 0.50  -0.188
C 1.86 1.26 1.45  0.077
C 1.48 1.23 2.78  -0.192
C 0.36 1.95 3.16  -0.208
C -0.37 2.67 2.23  -0.152
H -1.26 3.20 2.54  0.220
H 0.04 1.93 4.20  0.224
H 2.05 0.65 3.49  0.247
N 3.00 0.49 1.02  0.516
O 3.64 -0.10 1.87  -0.376
O 3.24 0.46 -0.17  -0.381
H 1.49 1.99 -0.52  0.253
H -0.24 5.39 0.68  0.222
H -1.90 4.87 0.99  0.223
H -1.44 5.40 -0.63  0.240

***

Entry 3:
This record from the Open Molecules 2025 dataset describes a cluster of 2 separate species, C2H6OS2 in total at a distorted geometry. The level of theory is the ωB97M-V functional and the def2-TZVPD basis.

Results
LUMO energy: 0.60 eV
Kohn-Sham gap: 9.628 eV
SMILES: CC=O.SS

Each line ends with the natural charge from an NBO analysis.
Positions of all 11 atoms, in Å:
S 1.45 -0.93 -3.45  -0.113
S 1.84 0.35 -1.92  -0.160
H 0.20 -1.27 -3.18  0.114
H 2.01 -0.36 -0.79  0.157
O 0.70 -0.68 1.08  -0.538
C -0.32 -0.33 1.63  0.450
C -1.16 0.80 1.10  -0.725
H -0.67 -0.85 2.53  0.111
H -2.11 0.38 0.77  0.235
H -0.65 1.37 0.33  0.240
H -1.29 1.54 1.90  0.229

***

Entry 4:
This record from the Open Molecules 2025 dataset describes the molecule C4H6NP at a distorted geometry. The level of theory is the ωB97M-V functional and the def2-TZVPD basis.

Results
LUMO energy (alpha / beta): 0.20 / 0.20 eV
Kohn-Sham gap (alpha / beta): 7.807 / 7.807 eV

Each line ends with the natural charge from an NBO analysis.
Positions of all 12 atoms, in Å:
C -1.75 -0.79 -0.27  0.011
C 0.58 2.26 0.57  -0.773
C 0.51 -0.42 -1.35  -0.108
C 1.62 -0.20 -0.38  -0.694
N -0.71 -0.81 -0.89  -0.299
P 0.80 0.67 1.24  0.599
H -2.32 -1.65 0.14  0.194
H 0.19 3.05 1.26  0.223
H 0.79 2.44 -0.40  0.189
H 0.74 -0.25 -2.34  0.205
H 2.29 -1.02 -0.05  0.229
H 2.25 0.56 -0.79  0.224

***

Entry 5:
This record from the Open Molecules 2025 dataset describes a cluster of 3 separate species, C29H58IN4O10P2S in total at a distorted geometry. The level of theory is the ωB97M-V functional and the def2-TZVPD basis.

Results
Total charge: -1
LUMO energy: 2.08 eV
Kohn-Sham gap: 6.766 eV

Each line ends with the Mulliken charge.
Positions of all 105 atoms, in Å:
C 2.46 -3.64 -1.85  -0.205
C 2.51 -2.69 -1.16  -2.011
C 2.51 -1.50 -0.29  2.177
P 4.38 -1.03 -0.32  0.205
S 5.46 -1.72 -1.80  -0.418
O 2.14 -1.88 0.97  -0.539
P 0.52 -1.39 1.50  1.796
O 0.62 -2.29 3.03  -0.845
C -0.10 -3.08 0.78  -2.018
C -0.91 -3.08 -0.52  0.275
C -1.96 -4.24 -0.53  -1.376
C -3.37 -3.82 -1.03  -0.676
C -4.48 -4.14 -0.01  -0.926
C -5.49 -2.97 0.10  -1.272
C -4.82 -1.82 0.89  0.562
C -5.86 -0.84 1.49  -0.967
C -5.69 0.55 0.81  0.401
C -6.30 1.66 1.64  -0.750
O -6.26 2.92 0.98  -0.422
C -5.10 3.68 1.24  -0.498
C -1.35 -0.95 1.79  -1.960
N -1.63 0.07 2.84  0.068
C -2.04 1.37 2.35  -0.738
C 1.16 0.09 2.54  -1.380
C 2.70 0.28 2.59  0.522
C 2.96 1.69 3.22  -1.041
I 3.69 -1.13 3.88  -0.001
O 0.35 -0.47 0.02  -0.147
C 1.50 -0.38 -0.81  1.621
C 1.94 1.08 -0.61  -1.793
O 1.07 1.99 -1.30  -0.264
N -0.01 2.35 -0.49  0.347
O -0.93 2.65 -1.15  -0.468
C 0.93 -0.54 -2.23  -1.261
C 1.81 -0.12 -3.39  -0.139
O 1.35 -0.06 -4.49  -0.608
O 3.13 0.16 -3.18  -0.348
H 2.73 -4.40 -2.54  0.575
H 4.53 0.35 -0.10  0.057
H 4.85 -1.65 0.86  0.046
H -0.20 -2.16 3.52  0.458
H -0.67 -3.56 1.57  0.934
H 0.78 -3.72 0.67  0.654
H -0.29 -3.26 -1.40  0.062
H -1.48 -2.17 -0.70  0.177
H -2.04 -4.72 0.44  0.608
H -1.59 -5.01 -1.21  0.466
H -3.59 -4.44 -1.90  0.371
H -3.41 -2.78 -1.35  0.559
H -4.07 -4.28 0.99  0.459
H -5.02 -5.06 -0.27  0.432
H -6.38 -3.30 0.64  0.495
H -5.73 -2.64 -0.91  0.292
H -4.19 -2.21 1.68  0.131
H -4.18 -1.31 0.18  -0.049
H -5.65 -0.70 2.55  0.349
H -6.89 -1.14 1.29  0.455
H -4.61 0.73 0.76  -0.362
H -6.05 0.54 -0.22  0.253
H -5.86 1.72 2.64  0.370
H -7.36 1.42 1.78  0.315
H -5.39 4.69 1.52  0.291
H -4.45 3.74 0.37  0.241
H -4.51 3.27 2.07  0.135
H -1.93 -1.84 2.05  0.676
H -1.75 -0.58 0.84  -0.028
H -2.33 -0.26 3.48  0.397
H -2.78 1.78 3.05  0.482
H -2.52 1.36 1.37  -0.057
H -1.22 2.10 2.36  0.141
H 0.90 -0.10 3.57  0.916
H 0.78 1.05 2.18  0.004
H 3.13 0.33 1.60  -0.396
H 2.09 2.00 3.81  0.307
H 3.89 1.73 3.78  0.420
H 3.06 2.39 2.38  0.240
H 2.93 1.29 -1.00  0.473
H 1.95 1.39 0.43  0.710
H 0.03 0.03 -2.36  0.647
H 0.66 -1.57 -2.44  0.028
H 3.30 1.07 -3.45  0.330
C 1.02 0.19 -7.55  -1.042
C 1.02 -0.84 -8.64  0.727
O 1.26 -2.02 -8.44  -0.656
N 0.73 -0.42 -9.91  -0.160
C 0.42 0.92 -10.36  -0.769
H 1.27 -0.28 -6.60  0.251
H 1.77 0.96 -7.76  0.323
H 0.04 0.65 -7.46  0.333
H 0.75 -1.16 -10.60  0.225
H -0.58 0.93 -10.81  0.266
H 1.15 1.24 -11.11  0.266
H 0.43 1.63 -9.53  0.305
C 5.33 3.38 6.46  -1.329
C 5.87 3.33 5.05  0.799
O 5.63 2.41 4.30  -0.639
N 6.64 4.38 4.64  -0.181
C 7.03 5.56 5.38  -0.853
H 4.74 2.49 6.64  0.280
H 6.14 3.41 7.19  0.394
H 4.69 4.25 6.60  0.361
H 6.97 4.28 3.69  0.243
H 6.67 6.45 4.86  0.283
H 8.12 5.61 5.44  0.284
H 6.62 5.55 6.38  0.324

***

Entry 6:
This record from the Open Molecules 2025 dataset describes a structure of composition CN3O3 at a distorted geometry. The level of theory is the ωB97M-V functional and the def2-TZVPD basis.

Results
Total charge: -1
LUMO energy (alpha / beta): 2.84 / 2.84 eV
Kohn-Sham gap (alpha / beta): 7.396 / 7.399 eV

Each line ends with the natural charge from an NBO analysis.
Positions of all 7 atoms, in Å:
C -2.11 0.15 0.04  0.585
N -3.19 0.07 0.44  -0.698
N 0.87 -0.90 -0.43  0.104
N 1.52 0.02 0.05  0.503
O 2.62 -0.57 -0.30  -0.396
O 1.34 0.94 0.77  -0.371
O -1.05 0.29 -0.57  -0.726

***

Entry 7:
This record from the Open Molecules 2025 dataset describes the molecule C13H17N at a distorted geometry. The level of theory is the ωB97M-V functional and the def2-TZVPD basis.

Results
LUMO energy: 0.98 eV
Kohn-Sham gap: 9.224 eV
SMILES: CCN[C@@H]1C[C@H]2C[C@@H]1c1ccccc12

Each line ends with the natural charge from an NBO analysis.
Positions of all 31 atoms, in Å:
C -1.93 1.94 -2.37  -0.623
C -1.22 0.86 -1.54  -0.245
C 1.25 0.43 -0.92  -0.030
C 1.02 -1.07 -1.01  -0.434
C 1.75 -1.61 0.30  -0.247
C 2.65 -0.47 0.72  -0.398
C 1.55 0.68 0.61  -0.255
C 0.36 0.08 1.30  -0.054
C -0.87 0.62 1.63  -0.208
C -1.78 -0.31 2.10  -0.236
C -1.59 -1.62 2.00  -0.204
C -0.37 -2.21 1.63  -0.221
C 0.59 -1.29 1.22  0.021
H -2.33 2.62 -1.66  0.194
H -1.20 2.61 -2.97  0.225
H -2.82 1.61 -2.92  0.213
H -1.59 0.86 -0.52  0.198
H -1.34 -0.03 -2.09  0.193
H 0.32 2.26 -1.09  0.352
H 2.24 0.77 -1.35  0.190
H 1.50 -1.47 -1.91  0.225
H -0.12 -1.08 -1.04  0.232
H 2.06 -2.66 0.29  0.229
H 3.58 -0.35 0.15  0.221
H 2.73 -0.53 1.84  0.218
H 1.79 1.70 1.03  0.225
H -1.18 1.73 1.69  0.224
H -2.70 0.10 2.41  0.206
H -2.49 -2.29 2.30  0.208
H -0.14 -3.23 1.72  0.215
N 0.28 1.33 -1.58  -0.636

***

Entry 8:
This record from the Open Molecules 2025 dataset describes the ion C11H17NO2P with charge +1 at a distorted geometry. The level of theory is the ωB97M-V functional and the def2-TZVPD basis.

Results
Total charge: +1
LUMO energy: -4.49 eV
Kohn-Sham gap: 6.976 eV
SMILES: C[C@@](O)(C=[NH2+])CCP(O)c1ccccc1

Each line ends with the natural charge from an NBO analysis.
Positions of all 32 atoms, in Å:
C 4.92 -1.03 0.27  -0.189
C 4.31 -0.17 1.25  -0.182
C 4.19 -1.17 -0.87  -0.204
C 3.12 0.48 1.07  -0.227
C 3.01 -0.46 -1.10  -0.224
C 2.46 0.40 -0.18  -0.346
C -1.71 1.22 0.42  -0.426
C -0.25 0.64 0.66  -0.759
C -2.79 -0.55 -0.97  0.315
C -2.82 0.11 0.34  0.121
C -4.11 0.91 0.59  -0.633
N -2.57 -1.80 -1.03  -0.594
O 0.30 0.52 -1.92  -1.033
O -2.68 -0.97 1.32  -0.715
P 0.95 1.41 -0.61  1.111
H 5.86 -1.59 0.58  0.240
H 4.73 -0.13 2.16  0.207
H 4.52 -1.94 -1.62  0.222
H 2.72 1.12 1.82  0.211
H 2.46 -0.65 -2.00  0.217
H -1.93 1.97 1.33  0.247
H -1.79 1.92 -0.40  0.244
H -0.10 0.66 1.69  0.240
H -0.10 -0.46 0.37  0.233
H -2.68 -0.01 -1.92  0.245
H -4.41 1.52 -0.29  0.233
H -3.88 1.73 1.30  0.245
H -5.07 0.35 0.85  0.259
H -2.69 -2.19 -1.99  0.449
H -2.37 -2.26 -0.17  0.464
H 0.36 0.94 -2.87  0.525
H -1.98 -0.53 1.92  0.504

***

Molar mass per entry: 947.0, 329.4, 110.2, 99.1, 843.7, 102.0, 187.3, 226.2 g mol⁻¹